No. 1
Density functional theory data (the ωB97M-V functional and the def2-TZVPD basis) for an isolated molecule of C4H12N2OS at a distorted geometry.

Properties
- energy relative to the best compared isomer or geometry (same formula, charge and spin) (kcal per mole) = 28.5
- net charge = 0
- E (hartree) = -742.515586
- SMILES = NC[C@@H](CS)NCO
- HOMO-LUMO gap (eV) = 9.82
- HOMO (eV) = -8.93

Each line ends with the natural charge from an NBO analysis.
Positions of all 20 atoms, in Å:
H  0.559  3.199  0.148  0.372
H  0.582  -0.533  -1.929  0.222
O  0.809  -2.565  2.564  -0.720
H  -0.887  -1.275  -1.492  0.206
N  0.328  2.376  0.680  -0.871
C  -0.355  -0.324  -1.416  -0.524
C  -0.053  -0.021  0.044  -0.087
H  0.239  -2.056  0.127  0.359
H  1.736  0.847  0.884  0.187
H  1.718  -2.264  2.659  0.466
H  -1.932  1.439  -1.365  0.127
H  -0.955  -1.912  2.055  0.154
H  0.410  2.512  1.673  0.363
C  0.055  -1.492  2.005  0.099
N  0.518  -1.237  0.657  -0.640
C  0.949  1.144  0.182  -0.230
H  0.171  -0.595  2.620  0.151
H  -0.940  0.345  0.556  0.190
H  1.507  1.352  -0.724  0.199
S  -1.119  1.015  -2.343  -0.024

---

No. 2
Density functional theory data (the ωB97M-V functional and the def2-TZVPD basis) for a structure of composition C24H30BrN3O3OsS2Si2.

Properties
- energy relative to the best compared isomer or geometry (same formula, charge and spin) (kcal per mole) = 10.1
- net charge = 0
- E (hartree) = -5362.670265
- HOMO-LUMO gap (alpha / beta) (eV) = 7.24 / 7.24
- HOMO (alpha / beta) (eV) = -8.46 / -8.46

Each line ends with the natural charge from an NBO analysis.
Positions of all 66 atoms, in Å:
C  -0.307  -3.056  -0.067  0.809
C  -3.953  0.409  -0.807  -0.293
H  -0.177  4.285  -2.071  0.238
H  -3.269  2.846  -0.200  0.240
C  -4.052  0.088  0.507  -0.367
H  1.795  0.506  -3.178  0.248
C  0.326  -4.143  -0.874  -0.202
Si  0.730  2.011  -1.533  1.693
H  0.507  -2.995  -2.673  0.224
N  1.131  -0.769  1.187  -0.499
H  0.386  3.413  -3.496  0.243
H  2.994  2.848  -2.123  0.240
O  -0.639  -3.228  1.089  -0.651
H  0.779  1.609  0.871  0.240
S  -2.408  0.422  -1.550  0.178
Si  -1.037  3.108  0.884  1.739
H  4.162  -0.991  -0.247  0.233
H  -0.859  2.215  3.237  0.229
C  0.831  0.486  -2.662  -1.150
H  -1.179  3.018  -2.793  0.251
C  -0.058  1.646  0.157  -1.394
H  -0.581  -2.156  2.524  0.512
H  -2.337  4.097  -1.021  0.243
C  -5.279  0.073  1.230  0.248
H  -3.063  4.419  0.550  0.245
H  3.069  1.873  -0.653  0.233
C  0.210  4.521  0.930  -1.128
C  1.530  -6.184  -2.287  -0.060
S  -2.618  -0.317  1.420  0.418
C  -2.560  3.657  -0.051  -1.136
C  -5.074  0.781  -1.610  0.250
H  0.201  0.206  3.850  0.196
H  4.869  -0.929  2.168  0.228
C  2.837  -0.839  2.848  -0.239
C  0.701  -3.947  -2.198  -0.098
Br  2.359  -7.582  -3.256  0.070
C  -1.572  2.796  2.653  -1.128
Os  -0.960  -0.191  0.046  0.755
N  -6.253  0.045  1.840  -0.271
H  -0.260  5.427  1.315  0.243
C  0.447  -0.819  3.554  -0.091
N  -5.971  1.097  -2.254  -0.259
C  0.554  -5.373  -0.266  -0.136
H  1.049  4.279  1.586  0.234
C  3.826  -0.889  1.887  -0.140
H  0.729  -0.508  -2.217  0.235
H  -2.530  2.284  2.707  0.245
H  0.895  -1.302  4.431  0.176
H  0.250  -5.512  0.762  0.241
H  3.083  -0.864  3.901  0.228
O  -0.467  -1.936  -0.743  -0.724
C  3.442  -0.922  0.555  -0.247
H  0.051  0.562  -3.422  0.253
C  2.476  2.613  -1.191  -1.128
O  -0.742  -1.444  3.179  -0.730
C  -0.156  3.308  -2.554  -1.137
H  2.453  3.520  -0.585  0.242
H  1.597  -4.823  -3.942  0.231
H  0.613  4.753  -0.055  0.229
H  -1.689  3.769  3.136  0.242
C  1.307  -4.967  -2.912  -0.267
C  2.096  -0.863  0.262  0.045
C  1.497  -0.788  2.473  0.228
H  1.336  -7.360  -0.505  0.233
C  1.157  -6.401  -0.970  -0.247
H  1.769  -0.890  -0.770  0.215

---

No. 3
Density functional theory data (the ωB97M-V functional and the def2-TZVPD basis) for a structure of composition C2H10MgN3O at a distorted geometry.

Properties
- energy relative to the best compared isomer or geometry (same formula, charge and spin) (kcal per mole) = 36.7
- net charge = -1
- E (hartree) = -521.788275
- HOMO-LUMO gap (eV) = 3.07
- HOMO (eV) = -0.37

Each line ends with the natural charge from an NBO analysis.
Positions of all 17 atoms, in Å:
H  2.358  1.598  -0.648  0.248
H  -1.219  0.495  -2.604  0.368
H  2.096  1.566  1.164  0.254
C  1.784  1.190  0.185  -1.211
H  2.227  0.191  0.247  0.314
H  0.281  1.052  -2.419  0.369
Mg  -0.098  -0.193  -0.007  0.522
N  -0.327  0.272  -2.159  -1.401
N  -0.411  0.197  2.012  -1.127
C  -0.282  0.139  3.173  0.717
H  0.888  1.987  0.082  0.317
O  -0.129  0.032  4.383  -0.679
H  0.018  -0.513  -2.708  0.379
H  -2.531  -1.443  0.164  0.377
H  -1.361  -2.434  0.694  0.388
N  -1.602  -1.790  -0.038  -1.226
H  -1.691  -2.346  -0.918  0.390

---

No. 4
Density functional theory data (the ωB97M-V functional and the def2-TZVPD basis) for a structure of composition C7H4CeNO5 at a distorted geometry.

Properties
- energy relative to the best compared isomer or geometry (same formula, charge and spin) (kcal per mole) = 44.6
- spin multiplicity = 2
- net charge = +2
- E (hartree) = -1174.496664
- HOMO-LUMO gap (alpha / beta) (eV) = 7.01 / 7.01
- HOMO (alpha / beta) (eV) = -16.37 / -16.38

Each line ends with the Löwdin charge.
Positions of all 18 atoms, in Å:
H  -0.136  1.979  4.524  0.132
C  0.996  -1.894  -2.254  -0.121
O  -2.765  -1.995  -2.510  0.232
O  0.871  -2.875  -0.111  -0.233
O  1.187  -2.265  -3.355  0.273
H  1.145  2.529  3.400  0.130
C  -1.378  0.387  -0.759  -0.035
H  0.715  -0.656  -0.362  0.094
C  -2.166  -1.944  -1.519  -0.001
N  -0.257  0.046  2.049  0.027
O  1.992  1.742  -3.631  0.103
O  -1.567  1.268  -1.489  0.220
C  -0.084  1.013  2.681  -0.071
H  -0.561  2.993  3.109  0.128
C  1.034  -1.779  -0.911  -0.363
Ce  -0.802  -1.650  0.589  1.397
C  1.675  0.905  -2.923  0.064
C  0.101  2.194  3.472  0.025

---

No. 5
Density functional theory data (the ωB97M-V functional and the def2-TZVPD basis) for a structure of composition C28H36MnNO3P2S2.

Properties
- energy relative to the best compared isomer or geometry (same formula, charge and spin) (kcal per mole) = 0.0
- spin multiplicity = 2
- net charge = -1
- E (hartree) = -3999.236618
- HOMO-LUMO gap (alpha / beta) (eV) = 5.83 / 6.27
- HOMO (alpha / beta) (eV) = -3.13 / -3.56

Each line ends with the Löwdin charge.
Positions of all 73 atoms, in Å:
H  -1.072  4.596  0.816  0.098
H  2.219  6.909  -0.640  0.093
C  -0.276  -0.366  -3.366  -0.078
H  -2.015  -1.932  4.540  0.066
C  1.744  5.948  -0.488  -0.106
H  0.274  -6.299  -0.332  0.072
C  -0.163  1.189  2.798  -0.091
H  1.433  -6.122  -1.664  0.070
H  0.224  -2.662  5.492  0.054
H  -2.610  -2.963  3.242  0.043
C  1.508  -4.548  -0.188  -0.297
H  -1.516  -3.626  4.458  0.064
S  2.008  -1.778  2.344  0.560
O  0.449  -2.473  -2.365  -0.280
C  -1.708  1.848  -0.921  -0.281
H  3.236  -0.362  -4.454  0.072
C  -3.921  1.620  -2.603  -0.104
H  2.242  2.624  -1.003  0.092
C  3.270  -2.161  -3.277  -0.301
H  -3.582  2.749  3.670  0.094
H  0.785  0.723  2.553  0.058
H  3.969  -2.943  -2.970  0.113
C  1.769  3.552  -0.702  -0.080
P  1.577  -2.135  -1.229  0.707
H  -2.735  2.861  1.362  0.100
C  0.501  5.879  0.129  -0.096
C  -2.649  0.838  -0.716  -0.101
C  -0.652  1.104  4.094  -0.073
H  0.126  -0.682  -4.331  0.073
H  -2.268  1.595  5.419  0.095
O  2.179  -3.630  -1.068  -0.276
H  4.747  -0.630  -3.578  0.075
C  -2.988  2.624  -2.815  -0.101
H  3.351  4.837  -1.372  0.097
H  1.700  -1.719  5.240  0.056
C  -2.617  2.317  3.428  -0.093
S  -0.977  -2.014  1.290  0.590
H  -1.441  -2.154  -3.004  0.116
H  0.007  6.785  0.460  0.095
C  -3.749  0.726  -1.552  -0.081
C  2.378  4.785  -0.900  -0.090
H  4.384  -1.588  -5.026  0.070
C  -2.133  2.391  2.130  -0.102
H  1.697  -3.440  4.893  0.066
C  3.951  -1.122  -4.138  -0.081
H  -1.160  0.254  -3.540  0.063
O  2.771  -1.506  -2.111  -0.269
C  0.688  -2.236  3.418  -0.794
H  -0.080  0.573  4.844  0.105
H  -4.779  1.530  -3.258  0.094
C  -0.107  4.648  0.326  -0.086
H  -4.470  -0.065  -1.386  0.102
C  0.521  3.478  -0.095  -0.283
C  -1.878  1.670  4.411  -0.094
H  0.465  0.236  -2.836  0.054
C  -1.884  2.737  -1.977  -0.084
C  1.088  -2.532  4.840  -0.154
N  0.800  0.702  -0.279  -0.316
C  0.756  -5.582  -1.000  -0.079
H  -2.503  0.129  0.094  0.070
H  0.834  -4.004  0.478  0.053
C  -1.738  -2.741  3.856  -0.153
H  2.445  -2.635  -3.813  0.109
C  -0.577  -2.342  2.975  -0.769
Mn  0.902  -1.014  0.521  -0.144
H  -3.115  3.319  -3.636  0.096
H  -1.005  -1.252  -1.543  0.055
H  -0.011  -5.098  -1.604  0.067
P  -0.198  1.811  0.111  0.736
H  -1.154  3.516  -2.155  0.102
C  -0.650  -1.570  -2.527  -0.297
C  -0.900  1.829  1.805  -0.278
H  2.283  -5.007  0.427  0.114